Record 1
A structure of composition C29H28Cl2O3PSSn at a distorted geometry, computed with ωB97M-V/def2-TZVPD.

```
65
Properties=species:S:1:pos:R:3:forces:R:3
S -1.9563 1.6551 0.4192 -0.2 0.1 0.1
O -0.4819 1.4189 0.0883 0.2 -0.5 -0.3
H -3.6775 2.5435 -0.9215 0.0 0.0 0.0
C -2.5592 4.8551 -1.4793 0.0 0.0 0.0
H -2.5185 2.8631 2.3704 0.0 0.0 0.0
C -1.9207 3.1410 1.5031 -0.1 -0.1 0.1
C -0.6191 3.5642 -2.0736 0.0 0.0 0.0
H 1.5816 -3.6210 -1.7310 0.0 0.0 -0.1
C -1.2280 -3.6430 -0.4530 0.0 0.4 -0.1
Cl 3.8084 -0.8443 -1.4405 0.2 0.0 -0.3
H 4.9092 -5.3206 0.3612 0.0 0.0 0.0
H -0.6424 -3.5934 2.4419 0.0 0.0 0.0
H 3.7505 -4.8076 -1.7652 0.0 0.0 0.0
C 2.9267 -0.7780 -2.9770 0.2 0.0 0.3
C 2.1650 -3.7689 1.6048 -0.2 0.0 0.1
H -2.5568 -2.0354 -0.9625 0.0 0.0 0.0
H -0.1226 -5.4399 -0.0347 0.0 0.0 0.0
C 3.3849 -4.4368 1.5820 0.0 0.0 0.0
C 1.4532 4.8394 1.6257 0.0 0.0 0.0
H -4.3315 -3.5427 -1.8206 0.0 0.0 0.0
H -0.3625 1.8988 3.3469 0.1 0.0 -0.1
H -3.9874 -5.9867 -1.7934 0.0 0.0 0.0
H -1.6602 -2.2074 2.0596 0.0 0.0 0.0
Cl 1.1886 -0.5136 -2.7151 -0.1 0.0 -0.3
Sn 1.1774 0.0324 0.4764 -0.2 0.2 0.5
H 1.9559 5.6737 1.1511 0.0 0.0 0.0
C -2.0325 -5.8607 -0.9206 0.0 0.0 0.0
C -1.9174 6.0129 -1.8959 0.0 0.0 0.0
H -2.4369 6.9620 -1.8521 0.0 0.0 0.0
H 3.3151 0.0441 -3.5588 0.0 0.1 -0.1
C -1.0390 -5.0227 -0.4339 0.0 0.0 0.0
H 3.1085 4.3644 2.9065 0.0 0.0 0.0
H 3.0565 -1.7241 -3.4824 -0.1 -0.1 -0.1
H -0.1110 6.8556 -2.6899 0.0 0.0 0.0
O 0.4881 -1.9583 4.0942 0.0 0.2 -0.3
C -3.2142 -5.3277 -1.4184 0.0 0.0 0.0
H -2.5050 1.5640 -1.8326 -0.1 0.0 0.0
H 3.8808 -4.6848 2.5120 0.0 0.0 0.0
C 3.9617 -4.7967 0.3752 -0.1 0.0 -0.1
C 0.1498 2.7176 2.8498 -0.1 0.0 0.1
H -0.1273 2.6043 -2.1744 0.0 0.1 0.0
C -0.6304 -2.5726 2.0661 0.0 0.1 -0.1
C 1.4530 3.0289 3.2086 0.0 0.0 0.0
C -0.6167 5.9509 -2.3763 0.0 0.0 0.0
P -0.0312 -2.4961 0.3292 -0.2 -1.0 0.5
C 1.5149 -3.4638 0.4107 0.1 0.2 -0.3
C -2.4142 -3.1116 -0.9566 0.1 0.0 0.0
C -2.6149 2.3790 -1.1148 0.1 -0.1 0.1
H 1.0376 4.6717 -2.8606 0.0 0.0 0.0
O 0.5404 -0.5397 2.3517 0.1 0.3 0.4
C 3.3126 -4.5051 -0.8214 0.0 0.0 0.0
C 0.0291 4.7238 -2.4687 0.0 0.0 0.0
C 2.1033 4.0986 2.6040 0.0 0.0 0.0
H 1.7156 -3.5092 2.5587 0.2 -0.1 -0.1
C -3.4070 -3.9537 -1.4355 0.0 0.0 0.0
C -0.5094 3.4685 1.8785 0.1 0.2 0.1
C 0.1965 -1.6676 2.9631 -0.1 0.1 -0.1
C -1.9126 3.6237 -1.5550 0.0 0.1 -0.2
H -3.5806 4.9091 -1.1144 0.1 0.0 0.0
H -0.3545 5.1094 0.4984 0.0 -0.1 0.0
C 2.1016 -3.8346 -0.8040 0.0 0.0 0.1
H -2.4023 3.9576 0.9642 0.0 -0.1 0.1
C 0.1528 4.5221 1.2586 0.0 0.0 0.0
H 1.9495 2.4486 3.9770 0.0 0.0 0.0
H -1.8871 -6.9335 -0.9034 0.0 0.0 0.0
```
Forces are in eV/Å.

Values from the calculation:
net charge: +1
E_LUMO: -2.66 eV
spin multiplicity: 1
E_HOMO: -0.41942 Eh



Record 2
A structure of composition C8H12S4SbSe4Tc at a distorted geometry, computed with ωB97M-V/def2-TZVPD.

```
30
Properties=species:S:1:pos:R:3:forces:R:3
C -2.8887 0.7343 -2.6671 -0.1 0.0 -0.1
Se 4.2685 3.4140 3.0927 -0.3 -0.1 -0.2
C -1.6684 1.0116 -1.8478 -0.4 -1.5 0.9
H -1.5377 -2.9399 3.2570 0.1 0.0 0.0
C 0.1235 -2.1873 2.1670 -0.3 0.7 0.3
H -1.1848 4.1230 -2.2582 -0.1 0.1 -0.1
Se 2.8922 0.7508 0.5064 2.8 -0.2 -0.3
C -0.4499 -3.0522 3.2364 -0.1 -0.3 0.2
Se 0.6746 2.3264 1.8892 -0.3 1.9 1.9
H -0.2156 -4.1029 3.0844 0.0 0.0 0.0
H 1.9300 -4.1183 0.0140 -0.1 0.0 0.1
C 0.8776 -2.6223 1.1177 0.4 0.1 -0.9
Sb 3.0300 3.2371 1.0714 0.6 1.1 0.1
H -0.2274 3.4592 -3.5623 0.0 0.0 -0.1
H -1.9811 3.1446 -3.5024 -0.1 0.1 -0.1
H -3.2909 -0.2608 -2.4699 0.1 0.1 0.0
C -1.0765 3.2568 -2.9124 -0.2 0.1 -0.2
H -0.0650 -2.7483 4.2129 -0.1 -0.1 0.0
H 0.4818 -4.7043 0.8541 0.1 -0.1 0.0
C 1.3381 -4.0302 0.9258 0.0 -0.3 0.1
S 1.3222 -1.5386 -0.1122 -0.1 -0.6 0.2
S -0.1889 -0.5254 2.3700 -0.1 0.0 0.4
C -0.8252 2.0622 -2.0635 2.0 0.5 0.7
H 1.9621 -4.3377 1.7673 0.0 -0.1 0.0
Tc 0.6096 0.5581 0.5287 -2.3 -1.7 -1.8
H -3.6667 1.4647 -2.4445 -0.1 0.1 -0.1
H -2.6408 0.8009 -3.7272 -0.1 0.0 0.0
S 0.7001 2.0416 -1.2844 -0.9 0.0 -0.2
Se 2.9992 4.8862 -0.6453 0.0 -0.2 0.2
S -1.3020 -0.1034 -0.5979 -0.6 0.5 -1.1
```
Forces are in eV/Å.

Values from the calculation:
net charge: 0
E_LUMO (spin up / spin down): -3.42 / -3.41 eV
spin multiplicity: 1
E_HOMO (spin up / spin down): -0.27962 / -0.27969 Eh